Record 1
A gas-phase ion, C7H15N4 (charge +1), computed with ωB97M-V/def2-TZVPD.

Output
- E_tot (eV) = -13449.9018
- frontier orbital gap (alpha / beta) (eV) = 9.20 / 6.05
- energy relative to the best compared isomer or geometry (same formula, charge and spin) (kcal/mol) = 147.63
- strongest force on any atom (eV/A) = 4.77

Structure (ORCA input):
```
! RIJCOSX wB97M-V def2-TZVPD def2/J DEFGRID3
* xyz 1 1
H -1.293 -0.582 2.745
H -2.596 0.548 0.147
H -0.900 -1.463 -1.603
N -1.263 0.655 -2.016
H -0.202 0.786 0.706
N 1.709 -0.487 1.119
N -0.731 -0.076 0.928
C -1.961 -0.341 0.072
H -2.577 -1.154 0.400
H -2.698 -1.063 -1.720
C 2.258 0.791 -0.916
H 3.552 -0.398 0.215
C -1.239 0.374 2.269
C 0.025 1.002 -2.125
N 0.935 0.667 -1.403
C 2.570 -0.507 -0.007
H 2.462 -1.324 -0.608
C 0.456 -1.094 0.778
H 2.373 1.834 -0.430
H -2.280 0.896 2.318
H 0.380 -1.375 -0.299
H -1.885 1.418 -2.138
H 2.182 -0.393 1.986
H 2.850 0.930 -1.763
H -0.422 0.960 2.766
C -1.704 -0.604 -1.424
*
```

---

Record 2
A molecular structure, C36H35F5N3OS2TeTl, computed with ωB97M-V/def2-TZVPD.

Output
- E_tot (eV) = -91662.2472
- frontier orbital gap (eV) = 5.05
- energy relative to the best compared isomer or geometry (same formula, charge and spin) (kcal/mol) = 0.00
- strongest force on any atom (eV/A) = 0.85

Structure (ORCA input):
```
! RIJCOSX wB97M-V def2-TZVPD def2/J DEFGRID3
* xyz -2 1
C 2.369 -4.453 -2.191
C 1.571 -6.915 -1.212
H -4.338 -2.296 4.734
F 0.564 0.235 -7.325
H -4.383 1.031 6.499
H -3.483 -2.387 -0.672
C 0.885 -3.291 -0.505
C 1.159 1.127 -5.212
H -2.469 -0.359 2.438
H 3.366 2.805 -1.665
S -0.225 4.231 0.986
H -4.184 -1.539 6.324
H -4.303 1.998 5.021
H 4.050 3.196 2.529
C 0.137 -0.120 4.575
C -4.180 -0.135 4.653
H 3.529 -5.564 -3.621
F -0.597 -2.095 -3.424
H 5.045 2.746 0.236
C -2.946 -1.417 -0.656
H 2.666 -3.484 -2.575
C 1.113 1.008 -3.834
C 3.286 3.461 -0.800
H -0.460 -6.672 0.577
Tl -0.216 0.509 -0.556
H 1.251 -7.880 -0.831
C 2.137 -0.346 0.110
H 5.821 -1.192 1.285
N 0.193 -0.349 2.250
C 1.451 -0.356 2.482
S 1.839 -0.183 4.237
C 0.530 -0.026 -3.137
H -4.475 0.822 2.725
H -3.438 -0.805 0.127
C 2.500 -0.491 1.478
H 4.254 4.656 1.546
C -0.024 -0.992 -3.960
C -0.041 -0.925 -5.345
H 0.612 -5.578 1.450
C 1.480 -4.510 -1.125
C -4.810 -0.069 3.258
C -1.914 0.005 5.779
H -2.430 0.090 6.728
H -5.898 -0.028 3.352
H -3.149 -0.925 -1.622
F -0.638 -1.873 -6.102
H 1.454 -2.984 0.375
C 4.812 -0.950 0.970
C 1.395 3.909 0.720
C 3.209 -0.532 -0.781
C -0.579 -0.234 3.373
H -5.782 1.106 5.421
Te -1.083 -3.836 0.137
H 0.017 0.082 6.717
F 1.713 2.040 -3.137
H 3.753 4.425 -1.046
H -5.722 -1.446 5.445
C 3.706 3.706 1.627
H 3.553 1.857 0.565
C -0.530 -0.001 5.785
C 0.091 -5.732 0.499
H 4.032 -0.835 2.963
C -2.653 -0.115 4.590
C 1.075 -5.757 -0.622
H 1.861 4.077 2.648
O -1.599 -1.594 -0.423
F 1.772 2.168 -5.829
H 1.196 3.430 -1.215
H 2.818 -7.767 -2.739
H 5.276 -1.014 -1.123
C 2.454 -6.852 -2.285
C -4.634 -1.434 5.334
C -1.971 -0.238 3.392
C -4.690 1.074 5.453
C 3.810 -0.764 1.901
C 3.972 2.845 0.405
N 2.281 3.973 1.742
C 4.498 -0.846 -0.383
C 0.561 0.147 -5.978
N 1.876 3.676 -0.512
H -4.555 -0.946 2.664
H 3.005 -0.435 -1.847
C 2.856 -5.618 -2.773
H 0.825 -2.442 -1.181
*
```

---

Record 3
A single C7H11NS molecule, computed with ωB97M-V/def2-TZVPD.

Output
- E_tot (eV) = -19757.9952
- frontier orbital gap (eV) = 7.55
- energy relative to the best compared isomer or geometry (same formula, charge and spin) (kcal/mol) = 106.42
- strongest force on any atom (eV/A) = 4.55

Structure (ORCA input):
```
! RIJCOSX wB97M-V def2-TZVPD def2/J DEFGRID3
* xyz 0 1
C -0.265 3.186 0.139
H -1.109 -1.357 -2.092
H -0.318 -1.677 1.730
H -0.997 -2.653 -0.987
S 3.321 0.806 0.049
H 2.146 -0.431 1.383
C -0.869 0.874 -0.494
C -0.352 -0.544 -0.190
H -0.378 0.195 1.775
H 1.307 -1.826 -0.603
N -0.384 1.915 -0.148
H -2.305 -1.679 -0.938
C 1.161 -0.654 -0.585
H -0.759 3.523 0.994
H -1.909 -0.726 1.276
C -0.738 -0.779 1.296
C 2.140 -0.121 0.422
H 1.232 -0.366 -1.592
C -1.196 -1.504 -1.024
H 0.271 3.818 -0.410
*
```

---

Record 4
A single C9H16N4 molecule, computed with ωB97M-V/def2-TZVPD.

Output
- E_tot (eV) = -15547.8715
- frontier orbital gap (eV) = 9.01
- energy relative to the best compared isomer or geometry (same formula, charge and spin) (kcal/mol) = 125.47
- strongest force on any atom (eV/A) = 4.58

Structure (ORCA input):
```
! RIJCOSX wB97M-V def2-TZVPD def2/J DEFGRID3
* xyz 0 1
C 0.149 0.506 0.767
H 1.380 -2.320 -0.852
H -1.319 2.188 -0.688
H -3.057 -0.131 1.645
C 0.297 -0.583 -0.265
H -2.703 -0.003 -2.145
H 4.858 -0.476 0.583
N 4.320 0.369 0.449
N 2.393 1.156 -0.557
H -2.947 -1.464 -0.160
C -1.688 0.195 -1.554
H -1.450 -0.673 2.280
H -0.881 -1.923 -1.586
C -1.011 -0.992 -0.840
C -1.947 -1.435 0.276
N 2.701 -1.046 0.055
C -1.826 1.294 -0.497
H 2.971 2.048 -0.295
H 0.675 1.437 0.470
C -1.993 -0.400 1.373
C 1.375 -1.338 -0.368
C -1.300 0.863 0.858
H 4.994 1.066 -0.167
N 3.073 0.124 -0.148
H -1.246 0.619 -2.465
H 0.438 0.112 1.785
H -1.681 -2.380 0.693
H -2.924 1.539 -0.300
H -1.653 1.646 1.653
*
```

---

Record 5
A molecular structure, C36H42ClGeIN8O4W, computed with ωB97M-V/def2-TZVPD.

Output
- E_tot (eV) = -137092.7560
- frontier orbital gap (eV) = 6.71
- energy relative to the best compared isomer or geometry (same formula, charge and spin) (kcal/mol) = 36.34
- strongest force on any atom (eV/A) = 2.23

Structure (ORCA input):
```
! RIJCOSX wB97M-V def2-TZVPD def2/J DEFGRID3
* xyz 0 1
C -3.380 -0.214 2.644
C 2.709 -0.762 -3.705
H 3.774 2.001 -3.162
O 1.947 -0.215 -2.770
H 0.249 0.883 -2.462
H -5.947 -5.040 3.843
C 2.278 -1.246 -4.927
H 6.105 0.570 -1.518
H 0.290 1.510 2.542
C -3.289 1.142 2.322
N 3.728 3.048 1.443
H 7.007 -2.321 -4.133
H -5.697 0.548 1.180
N 3.022 2.339 -2.568
W 2.696 0.539 -1.030
C 6.536 -1.322 -2.339
C 4.978 -1.480 -4.164
C 3.193 -1.822 -5.798
H -5.550 -2.796 2.926
C -4.949 -1.118 0.044
H 1.714 5.185 2.468
C -2.827 -4.371 1.679
C -3.298 1.743 4.650
H -0.488 -0.861 1.857
H -0.352 3.082 1.998
Cl 5.628 -2.737 -6.481
H 3.007 4.484 3.455
C 1.896 2.826 -3.381
C -3.372 0.400 4.987
Ge -3.437 -1.541 1.208
H 5.533 -0.751 -0.502
H 1.736 2.121 -4.198
I 0.265 -1.039 -5.424
H -0.005 2.787 3.707
N 1.706 3.060 2.571
O 3.349 -0.314 0.293
N 1.913 1.983 0.496
H -0.505 -2.596 1.548
H 0.933 1.802 0.653
C -3.258 2.115 3.312
H 2.099 3.807 -3.817
H 3.415 3.082 -2.002
H -2.359 -6.442 1.977
H -1.740 -0.472 -0.303
C 5.618 -0.431 -1.546
N 5.911 3.115 0.724
N 0.567 1.601 -1.816
H -0.200 3.133 -3.107
H -3.211 3.163 3.042
H 4.154 3.246 2.334
H 5.919 4.108 0.917
C -7.092 -0.597 -1.680
H -1.781 -2.198 -0.590
C 1.968 4.371 3.154
C 4.629 2.594 0.423
C -5.832 -0.071 0.300
H -3.479 -1.614 4.270
H 6.559 2.884 -0.015
C -4.836 -3.588 2.723
C 0.758 -1.514 0.236
N 4.389 1.833 -0.524
N 4.269 -0.344 -2.087
H -3.278 2.498 5.425
C -3.709 -3.325 1.942
C 0.674 2.891 -2.494
C -0.514 -1.619 1.067
C -4.174 -5.884 2.975
C -6.225 -1.647 -1.947
C -3.417 -0.568 3.991
H -4.352 -6.873 3.376
C 4.046 -0.846 -3.340
C 2.424 2.673 1.464
C -5.165 -1.904 -1.089
H -7.575 1.006 -0.339
H -1.949 -4.205 1.065
H 7.461 -1.603 -1.849
H -7.922 -0.396 -2.346
C 0.338 2.587 2.695
C -3.056 -5.642 2.192
C 6.289 -1.730 -3.582
H 1.361 4.469 4.051
H -4.501 -2.734 -1.307
H -0.112 1.634 -1.066
C -5.068 -4.854 3.239
C -1.764 -1.441 0.200
H 2.887 -2.194 -6.764
C 4.517 -1.940 -5.395
C -6.896 0.190 -0.555
H 0.774 3.672 -1.736
H -3.402 0.104 6.028
O 0.897 -0.320 -0.305
H -6.376 -2.268 -2.821
O 1.488 -2.461 0.066
H -3.265 1.449 1.280
*
```

---

Copy entry 2 word for word.
A molecular structure, C36H35F5N3OS2TeTl, computed with ωB97M-V/def2-TZVPD.

Output
- E_tot (eV) = -91662.2472
- frontier orbital gap (eV) = 5.05
- energy relative to the best compared isomer or geometry (same formula, charge and spin) (kcal/mol) = 0.00
- strongest force on any atom (eV/A) = 0.85

Structure (ORCA input):
```
! RIJCOSX wB97M-V def2-TZVPD def2/J DEFGRID3
* xyz -2 1
C 2.369 -4.453 -2.191
C 1.571 -6.915 -1.212
H -4.338 -2.296 4.734
F 0.564 0.235 -7.325
H -4.383 1.031 6.499
H -3.483 -2.387 -0.672
C 0.885 -3.291 -0.505
C 1.159 1.127 -5.212
H -2.469 -0.359 2.438
H 3.366 2.805 -1.665
S -0.225 4.231 0.986
H -4.184 -1.539 6.324
H -4.303 1.998 5.021
H 4.050 3.196 2.529
C 0.137 -0.120 4.575
C -4.180 -0.135 4.653
H 3.529 -5.564 -3.621
F -0.597 -2.095 -3.424
H 5.045 2.746 0.236
C -2.946 -1.417 -0.656
H 2.666 -3.484 -2.575
C 1.113 1.008 -3.834
C 3.286 3.461 -0.800
H -0.460 -6.672 0.577
Tl -0.216 0.509 -0.556
H 1.251 -7.880 -0.831
C 2.137 -0.346 0.110
H 5.821 -1.192 1.285
N 0.193 -0.349 2.250
C 1.451 -0.356 2.482
S 1.839 -0.183 4.237
C 0.530 -0.026 -3.137
H -4.475 0.822 2.725
H -3.438 -0.805 0.127
C 2.500 -0.491 1.478
H 4.254 4.656 1.546
C -0.024 -0.992 -3.960
C -0.041 -0.925 -5.345
H 0.612 -5.578 1.450
C 1.480 -4.510 -1.125
C -4.810 -0.069 3.258
C -1.914 0.005 5.779
H -2.430 0.090 6.728
H -5.898 -0.028 3.352
H -3.149 -0.925 -1.622
F -0.638 -1.873 -6.102
H 1.454 -2.984 0.375
C 4.812 -0.950 0.970
C 1.395 3.909 0.720
C 3.209 -0.532 -0.781
C -0.579 -0.234 3.373
H -5.782 1.106 5.421
Te -1.083 -3.836 0.137
H 0.017 0.082 6.717
F 1.713 2.040 -3.137
H 3.753 4.425 -1.046
H -5.722 -1.446 5.445
C 3.706 3.706 1.627
H 3.553 1.857 0.565
C -0.530 -0.001 5.785
C 0.091 -5.732 0.499
H 4.032 -0.835 2.963
C -2.653 -0.115 4.590
C 1.075 -5.757 -0.622
H 1.861 4.077 2.648
O -1.599 -1.594 -0.423
F 1.772 2.168 -5.829
H 1.196 3.430 -1.215
H 2.818 -7.767 -2.739
H 5.276 -1.014 -1.123
C 2.454 -6.852 -2.285
C -4.634 -1.434 5.334
C -1.971 -0.238 3.392
C -4.690 1.074 5.453
C 3.810 -0.764 1.901
C 3.972 2.845 0.405
N 2.281 3.973 1.742
C 4.498 -0.846 -0.383
C 0.561 0.147 -5.978
N 1.876 3.676 -0.512
H -4.555 -0.946 2.664
H 3.005 -0.435 -1.847
C 2.856 -5.618 -2.773
H 0.825 -2.442 -1.181
*
```